Entry 1:
{"formula": "C5H13N", "method": "the ωB97M-V functional and the def2-TZVPD basis", "species": ["C", "C", "C", "N", "C", "C", "H", "H", "H", "H", "H", "H", "H", "H", "H", "H", "H", "H", "H"], "coordinates": [[-1.303, 0.001, -1.342], [0.035, 0.512, -0.686], [-0.249, 1.792, 0.031], [0.703, -0.277, 0.318], [0.910, -1.660, -0.063], [0.148, -0.228, 1.697], [-2.121, 0.683, -1.706], [-1.904, -0.583, -0.619], [-1.034, -0.735, -2.088], [0.799, 0.556, -1.450], [-1.270, 1.773, 0.326], [0.534, 2.000, 0.719], [-0.378, 2.635, -0.734], [1.650, -2.193, 0.554], [0.003, -2.147, -0.046], [1.400, -1.850, -1.142], [0.326, -1.322, 2.138], [-0.862, 0.123, 1.711], [0.686, 0.495, 2.291]], "charge": 0, "e_lumo_ev": 1.08, "homo_energy_ev": -8.22, "smiles": "CC(C)N(C)C", "max_force_ev_per_a": 4.2}

Entry 2:
{"formula": "C23H34Ge2HgOS", "method": "the ωB97M-V functional and the def2-TZVPD basis", "species": ["Hg", "C", "C", "Ge", "C", "C", "C", "C", "Ge", "C", "C", "C", "C", "C", "C", "C", "C", "C", "C", "H", "H", "H", "H", "H", "H", "H", "H", "H", "H", "H", "H", "H", "H", "H", "H", "H", "H", "H", "H", "H", "H", "H", "H", "H", "H", "C", "S", "O", "C", "C", "C", "C", "C", "C", "H", "H", "H", "H", "H", "H", "H", "H"], "coordinates": [[0.080, 1.885, -3.425], [4.869, 1.632, -1.405], [3.390, 1.753, -1.695], [2.325, 0.223, -1.064], [2.155, -1.214, -2.338], [3.474, -1.965, -2.533], [3.039, -0.544, 0.627], [2.281, -0.107, 1.647], [0.680, 0.491, 0.493], [-0.773, -0.879, 0.536], [-0.505, -2.006, 1.522], [-0.189, 2.214, 0.720], [-1.394, 2.276, 1.688], [2.525, 0.083, 3.050], [1.459, 0.111, 4.014], [1.735, 0.209, 5.375], [3.057, 0.289, 5.818], [4.118, 0.239, 4.899], [3.847, 0.157, 3.521], [5.402, 2.605, -1.215], [5.400, 1.186, -2.289], [5.183, 0.978, -0.578], [3.243, 1.962, -2.782], [2.981, 2.561, -1.131], [1.781, -0.816, -3.299], [1.366, -1.879, -1.924], [4.284, -1.337, -3.076], [3.291, -2.899, -3.116], [3.988, -2.298, -1.616], [3.671, -1.423, 0.616], [-0.876, -1.243, -0.484], [-1.683, -0.324, 0.741], [0.576, -2.162, 1.731], [-0.815, -3.012, 1.086], [-1.008, -1.955, 2.462], [-0.525, 2.445, -0.319], [0.519, 3.002, 0.944], [-2.198, 1.559, 1.418], [-1.819, 3.273, 1.708], [-1.063, 1.980, 2.715], [0.455, 0.129, 3.611], [0.895, 0.051, 6.046], [3.218, 0.458, 6.861], [5.144, 0.305, 5.221], [4.696, 0.211, 2.832], [-3.822, -0.588, -4.790], [-3.001, -0.849, -3.176], [-2.236, 0.461, -2.997], [-4.437, -0.691, -2.092], [-4.943, -1.800, -1.443], [-5.953, -1.651, -0.541], [-6.471, -0.358, -0.296], [-5.881, 0.767, -0.904], [-4.869, 0.574, -1.828], [-3.735, 0.504, -5.028], [-4.856, -0.877, -4.700], [-3.271, -1.269, -5.484], [-4.508, -2.821, -1.675], [-6.341, -2.513, -0.044], [-7.328, -0.167, 0.334], [-6.271, 1.704, -0.588], [-4.353, 1.369, -2.362]], "charge": 1, "e_lumo_ev": [-3.52, -6.12], "spin_multiplicity": 2, "homo_energy_ev": [-10.83, -10.82], "max_force_ev_per_a": 2.6}

Entry 3:
{"formula": "CH5NOS", "method": "the ωB97M-V functional and the def2-TZVPD basis", "species": ["N", "C", "O", "H", "H", "H", "S", "H", "H"], "coordinates": [[0.112, -0.777, 0.639], [-0.861, -0.564, 1.685], [-1.962, -1.005, 1.729], [0.208, -0.099, -0.106], [-0.182, -1.693, 0.319], [-0.385, -0.022, 2.509], [1.206, 0.757, -2.386], [1.569, 1.716, -1.543], [0.295, 1.687, -2.846]], "charge": 0, "e_lumo_ev": 0.62, "homo_energy_ev": -10.17, "smiles": "NC=O.S", "max_force_ev_per_a": 2.3}

Entry 4:
{"formula": "C13H33ClGaO8S", "method": "the ωB97M-V functional and the def2-TZVPD basis", "species": ["O", "S", "O", "C", "Ga", "Cl", "H", "H", "H", "H", "H", "C", "O", "C", "C", "O", "C", "C", "O", "C", "H", "H", "H", "H", "H", "H", "H", "H", "H", "H", "H", "H", "H", "H", "C", "O", "C", "C", "O", "C", "C", "O", "C", "H", "H", "H", "H", "H", "H", "H", "H", "H", "H", "H", "H", "H", "H"], "coordinates": [[-3.511, -7.002, 5.991], [-2.501, -7.437, 5.044], [-1.476, -8.350, 5.485], [-1.858, -6.071, 4.178], [0.106, -5.523, 4.496], [1.194, -6.668, 2.853], [-3.175, -8.114, 4.070], [-1.944, -6.309, 3.116], [-2.520, -5.240, 4.422], [0.181, -3.977, 4.121], [0.678, -5.891, 5.920], [2.316, -0.905, -0.520], [1.067, -0.360, -0.163], [-0.023, -1.265, -0.143], [-0.829, -1.156, 1.136], [-0.154, -1.543, 2.312], [0.901, -0.762, 2.832], [0.492, 0.583, 3.395], [0.037, 1.460, 2.377], [-1.122, 2.200, 2.654], [2.518, -0.777, -1.591], [3.090, -0.380, 0.043], [2.377, -1.970, -0.280], [0.328, -2.294, -0.272], [-0.701, -1.033, -0.976], [-1.645, -1.878, 1.043], [-1.268, -0.158, 1.218], [1.715, -0.634, 2.117], [1.275, -1.356, 3.670], [1.376, 1.020, 3.880], [-0.280, 0.447, 4.159], [-1.733, 1.742, 3.438], [-1.719, 2.259, 1.741], [-0.877, 3.221, 2.971], [1.771, 3.540, -6.612], [0.923, 4.147, -5.666], [-0.416, 3.689, -5.657], [-0.858, 3.220, -4.284], [-0.200, 2.048, -3.841], [1.063, 2.200, -3.206], [0.982, 2.560, -1.738], [0.454, 3.861, -1.537], [-0.621, 3.956, -0.631], [1.751, 4.071, -7.571], [2.788, 3.570, -6.220], [1.497, 2.495, -6.786], [-0.548, 2.874, -6.376], [-1.079, 4.511, -5.958], [-1.910, 2.939, -4.384], [-0.783, 4.031, -3.559], [1.704, 2.899, -3.745], [1.517, 1.206, -3.249], [2.002, 2.522, -1.335], [0.404, 1.806, -1.199], [-1.214, 3.037, -0.613], [-1.261, 4.779, -0.957], [-0.276, 4.163, 0.388]], "charge": -1, "e_lumo_ev": 2.16, "homo_energy_ev": -5.56, "max_force_ev_per_a": 0.2}

Entry 5:
{"formula": "C16H25ClInNO4P2S2", "method": "the ωB97M-V functional and the def2-TZVPD basis", "species": ["C", "C", "H", "H", "H", "O", "Cl", "In", "P", "C", "C", "H", "H", "H", "H", "H", "H", "C", "H", "H", "H", "P", "C", "C", "H", "H", "H", "C", "H", "H", "H", "H", "H", "H", "C", "O", "O", "S", "O", "N", "C", "S", "C", "C", "C", "C", "C", "C", "H", "H", "H", "H"], "coordinates": [[0.282, -0.112, -6.124], [0.267, 0.169, -4.657], [1.317, -0.122, -6.466], [-0.255, 0.664, -6.675], [-0.177, -1.078, -6.344], [1.207, 0.456, -3.949], [-1.375, 0.014, -3.941], [-0.238, 0.115, 0.196], [-0.365, 2.603, -0.419], [0.968, 3.436, 0.504], [-0.222, 3.117, -2.154], [-0.365, 4.201, -2.258], [-1.779, 4.540, -0.086], [-0.973, 2.589, -2.756], [-2.746, 3.029, -0.102], [1.947, 3.170, 0.087], [0.760, 2.837, -2.550], [-1.816, 3.492, 0.247], [0.822, 4.525, 0.455], [-1.798, 3.469, 1.344], [0.922, 3.116, 1.554], [-0.118, -2.539, -0.065], [1.298, -3.209, 0.884], [-1.485, -3.480, 0.713], [-0.700, -2.904, -2.384], [-0.065, -4.404, -1.619], [1.057, -3.091, -2.107], [0.060, -3.315, -1.706], [-2.441, -3.229, 0.238], [-1.291, -4.558, 0.605], [1.230, -4.307, 0.917], [1.278, -2.814, 1.909], [-1.556, -3.239, 1.781], [2.243, -2.913, 0.413], [2.140, 0.234, 1.345], [3.179, 0.184, 1.813], [0.359, 2.926, 4.536], [0.615, 1.529, 4.280], [1.969, 1.032, 4.278], [-0.167, 1.075, 2.863], [-1.256, 0.348, 3.089], [-2.237, 0.049, 1.721], [-1.364, -0.142, 4.454], [-2.107, -1.225, 4.923], [-1.908, -1.667, 6.231], [-0.977, -1.020, 7.062], [-0.175, 0.031, 6.578], [-0.381, 0.443, 5.266], [-2.811, -1.690, 4.233], [-2.470, -2.523, 6.601], [-0.852, -1.361, 8.090], [0.587, 0.512, 7.196]], "charge": 2, "e_lumo_ev": -7.61, "homo_energy_ev": -14.75, "max_force_ev_per_a": 3.3}

Entry 6:
{"formula": "C3H7S", "method": "the ωB97M-V functional and the def2-TZVPD basis", "species": ["S", "H", "C", "C", "C", "H", "H", "H", "H", "H", "H"], "coordinates": [[-1.731, 1.568, 1.813], [-2.367, 0.763, 2.676], [0.349, 0.835, -0.773], [0.243, -0.660, -0.838], [0.655, -1.446, 0.132], [0.516, 1.163, 0.252], [1.097, 1.197, -1.486], [-0.618, 1.259, -1.063], [0.079, -1.005, -1.848], [0.783, -2.525, 0.023], [0.994, -1.150, 1.114]], "charge": -1, "e_lumo_ev": 4.06, "homo_energy_ev": -2.39, "max_force_ev_per_a": 1.8}

What is the formula in the sixth record? C3H7S